# 1
{
  "formula": "C3H3NO2",
  "method": "ωB97M-V with the def2-TZVPD basis set",
  "elements": ["C", "H", "O", "N", "O", "H", "C", "H", "C"],
  "coordinates": [[0.762, -0.308, 0.116], [-2.426, 0.194, -0.031], [-1.089, -1.337, 0.291], [0.285, -1.507, 0.313], [2.082, -0.090, -0.029], [2.132, 0.664, -0.630], [-0.250, 0.683, -0.009], [-0.116, 1.752, -0.096], [-1.380, -0.051, 0.075]],
  "forces_ev_per_angstrom": [[-0.244, -0.218, -0.088], [0.070, -0.045, 0.173], [-0.258, 0.019, 0.000], [0.282, 0.363, -0.140], [0.015, 0.053, -0.028], [0.424, -0.042, 0.172], [-0.174, -0.054, -0.002], [-0.123, -0.167, -0.137], [0.007, 0.091, 0.050]],
  "multiplicity": 1,
  "max_force_ev_per_a": 0.5,
  "e_homo_ev": -10.0,
  "relative_energy_kcal_mol": 54.6,
  "total_charge": 0,
  "smiles": "Oc1ccon1"
}



# 2
{
  "formula": "C24H72O24",
  "method": "ωB97M-V with the def2-TZVPD basis set",
  "elements": ["O", "O", "H", "H", "C", "H", "H", "H", "H", "O", "H", "H", "O", "O", "H", "H", "O", "H", "H", "C", "C", "H", "H", "O", "H", "C", "O", "H", "H", "H", "H", "H", "C", "O", "C", "O", "H", "O", "H", "H", "H", "O", "O", "H", "H", "H", "H", "H", "C", "H", "C", "H", "H", "H", "H", "O", "H", "H", "C", "O", "C", "C", "C", "H", "H", "H", "H", "H", "H", "H", "H", "H", "O", "C", "O", "H", "H", "C", "C", "O", "C", "H", "H", "H", "C", "H", "C", "H", "C", "O", "H", "H", "H", "O", "H", "H", "H", "H", "H", "C", "O", "H", "C", "H", "O", "H", "C", "H", "O", "C", "H", "H", "H", "C", "H", "H", "O", "H", "H", "H"],
  "coordinates": [[-1.416, 2.984, 4.508], [2.688, 1.590, -3.447], [5.893, -3.267, -2.398], [-1.273, -3.366, -4.641], [-4.615, -2.127, 1.970], [-4.647, -3.111, 3.646], [-4.552, -2.326, 0.900], [-0.754, 4.012, -3.149], [-1.876, -3.097, -0.753], [-3.466, -0.055, 1.717], [3.009, 0.569, -5.179], [1.111, 5.461, 3.715], [-1.639, 3.722, -3.384], [-0.304, 6.131, -1.185], [0.177, 6.685, -3.133], [1.751, -1.377, -4.528], [1.130, -0.902, -3.971], [-2.810, 2.248, -2.659], [-1.144, -4.468, -2.338], [0.456, -4.163, -3.499], [0.191, -3.833, 0.315], [-1.158, 1.913, -2.376], [-3.748, 3.126, 4.588], [1.334, 2.814, 4.192], [2.753, 5.203, 4.189], [5.208, -4.114, -2.359], [0.011, -0.484, 1.603], [-0.497, 4.341, -0.811], [2.097, 4.753, -1.521], [-1.607, -0.745, -0.740], [1.235, 1.013, 4.172], [-1.690, 1.177, 3.602], [1.598, 5.116, -2.420], [-4.532, -3.288, 2.709], [-3.391, -1.256, 2.430], [2.083, -2.470, 1.093], [3.078, -3.410, -2.163], [1.036, 3.996, -3.115], [2.064, 2.050, -5.290], [4.879, -4.472, -3.335], [-0.131, -4.874, 0.276], [-0.828, -2.969, 0.717], [0.989, -2.888, 5.301], [0.426, 3.121, 4.240], [-2.809, 3.972, -0.939], [-3.916, -0.402, -2.192], [0.775, 0.395, 6.127], [-2.472, 2.373, -0.305], [-2.173, 1.771, 4.377], [-5.590, -1.650, 2.061], [-2.062, 3.179, -0.913], [1.008, 1.245, 1.311], [3.650, -4.423, -0.862], [2.809, 3.032, 2.939], [2.495, 6.621, 2.454], [2.445, 5.685, 2.243], [-0.432, -2.105, 0.856], [1.208, 3.468, 2.239], [-1.879, 2.730, -2.358], [-0.814, 3.568, -0.339], [2.210, 1.141, -4.707], [-3.050, -1.032, -1.987], [2.047, 5.016, 3.379], [1.094, -3.772, 2.223], [1.341, 7.086, -1.853], [0.835, -3.305, -2.944], [-1.755, 3.583, 3.840], [2.368, -1.426, 5.741], [5.289, -5.865, -1.451], [1.120, -1.659, 6.961], [-3.662, 1.541, 2.331], [-2.408, -0.820, -2.841], [0.191, -0.611, -1.286], [0.586, -0.411, 5.419], [-3.734, 2.396, 2.760], [2.110, -4.568, 1.004], [-0.482, -0.622, 5.473], [3.948, -3.626, -1.543], [-3.365, -2.529, -1.988], [5.858, -5.100, -1.565], [-0.259, -3.751, -4.752], [1.973, -0.200, -0.303], [-0.915, 6.871, -1.199], [-4.187, -2.627, -1.278], [0.302, 0.628, 0.755], [0.409, -0.678, -2.218], [1.857, 3.533, 3.113], [-0.958, -5.550, -5.280], [0.885, 0.350, -4.635], [1.041, 0.073, 4.170], [0.536, 0.195, -5.656], [3.150, 0.880, -2.995], [1.689, 3.292, -3.119], [-0.419, -5.001, -2.673], [1.316, -4.782, -3.757], [-3.157, -0.245, 0.828], [0.119, 0.897, -4.086], [2.474, 5.384, -3.011], [-0.559, 1.266, 0.551], [1.005, 0.229, -0.563], [-2.567, -0.754, -0.700], [0.212, -0.291, 2.521], [1.308, -1.632, 5.888], [0.348, -3.013, -5.276], [-0.440, -4.849, -5.683], [0.434, -3.405, -0.657], [-3.651, 2.138, 4.138], [-3.754, -2.900, -2.936], [-2.219, -3.285, -1.630], [0.651, 6.326, -2.220], [3.510, -2.453, -0.097], [-4.370, 1.411, 4.516], [-2.421, -1.729, 2.269], [1.453, -3.719, 1.195], [1.199, 1.149, -1.114], [-3.338, -1.054, 3.499], [4.256, -2.490, -0.699], [1.475, -1.767, 1.334], [-2.050, 1.167, 5.276], [1.761, -3.458, 5.329]],
  "forces_ev_per_angstrom": [[-0.184, -0.454, 0.230], [-0.298, 0.168, 0.261], [-0.001, -0.136, -0.395], [0.146, 0.547, 0.776], [-1.054, -1.488, -0.462], [-0.354, 0.008, 0.424], [0.600, -0.415, 0.124], [0.673, 0.307, -0.565], [-0.008, 0.454, 0.785], [-0.610, -1.141, 2.041], [-0.160, -0.272, -0.284], [-0.520, -0.273, 0.275], [-0.432, -0.924, 1.840], [-0.032, -0.536, -0.210], [0.085, -0.337, -0.184], [0.108, -0.316, 0.107], [-0.483, 0.537, 0.005], [-0.289, 0.002, -0.039], [-0.260, 0.432, -0.047], [-1.349, -1.018, 0.963], [1.931, 0.274, -0.608], [0.608, 0.075, -0.103], [-0.531, -0.313, 0.525], [-0.370, 0.166, 0.415], [0.207, -0.354, 0.248], [-1.493, 0.370, 2.143], [-0.747, -0.710, -1.251], [-0.053, 0.566, 0.041], [-0.662, 0.257, 0.727], [1.011, 0.067, -0.112], [0.059, 0.844, 0.395], [-0.492, -0.143, -0.541], [0.346, -0.345, -0.634], [0.389, 0.042, -0.839], [1.580, 2.414, 0.396], [1.006, -0.107, -0.814], [0.007, 0.182, -0.379], [-0.676, 0.668, 0.321], [-0.101, -0.051, -0.145], [0.290, -0.057, -0.134], [-0.291, 0.238, -0.133], [-1.629, -0.170, 1.164], [-0.736, 0.537, -0.428], [-0.722, -0.350, 0.732], [0.053, 0.388, 0.348], [-0.357, -0.229, 0.250], [0.002, -0.214, 0.436], [0.094, -0.201, -0.060], [0.302, 0.099, 0.984], [0.233, 0.760, 0.776], [0.764, 0.618, -0.890], [0.096, 0.301, -0.178], [0.005, -0.445, -0.189], [0.144, 0.357, -0.565], [0.073, 0.031, -0.127], [0.528, 0.254, -1.502], [0.034, 0.649, 0.139], [0.013, -0.236, -0.305], [-1.183, -0.555, -0.779], [-0.651, -0.759, 0.382], [-0.503, 0.322, 0.082], [-0.867, -0.881, -1.189], [-0.361, 0.068, 1.601], [0.001, -0.580, 0.330], [0.120, 0.355, -0.282], [-0.179, 0.228, 0.144], [-0.061, 0.227, -0.294], [0.187, -0.026, 0.105], [-0.113, -0.001, -0.128], [0.011, -0.243, 0.253], [-0.115, 0.089, -0.388], [0.872, 0.229, 0.516], [-1.587, -1.248, -0.011], [-0.018, 0.458, -0.035], [-0.784, 0.183, -0.406], [0.338, 0.430, -0.139], [-0.380, 0.122, -0.525], [0.800, 0.436, 0.212], [-0.108, 0.405, 0.226], [0.531, 0.082, -0.508], [-0.308, -0.995, -1.344], [0.122, -0.406, -0.156], [-0.120, -0.039, 0.031], [-0.074, -0.508, 0.344], [1.131, 0.596, -0.179], [0.559, -0.115, -0.386], [1.144, 0.144, -0.771], [-0.032, 0.058, 0.374], [1.349, 0.225, -0.105], [-0.656, -1.384, -1.132], [-0.151, -0.110, -0.060], [0.007, -0.115, 0.076], [0.196, -0.428, 0.063], [1.556, 0.000, -0.914], [-0.066, -0.084, -0.070], [0.708, -0.176, -2.224], [0.104, -0.034, 0.119], [-0.153, 0.940, -0.241], [-0.313, -0.273, 0.020], [0.323, 1.292, 1.474], [-0.055, 0.848, 0.750], [0.498, 0.314, 0.905], [1.284, -0.123, 0.601], [-0.123, -0.023, -0.192], [0.709, 0.539, 0.069], [0.571, -0.943, -0.566], [1.667, 0.503, -0.438], [0.285, 0.077, -0.103], [-0.855, -0.039, -1.102], [1.418, -0.357, 0.402], [-0.184, 0.358, 0.510], [-0.078, -0.029, -0.022], [-0.159, -0.832, -0.969], [-1.875, -0.142, 0.697], [0.000, 0.265, 0.056], [-0.959, 0.211, 0.097], [0.197, -0.677, -1.216], [-0.229, 0.205, 0.247], [0.070, 0.417, 0.393], [0.046, 0.119, 0.048]],
  "multiplicity": 2,
  "max_force_ev_per_a": 2.9,
  "e_homo_ev": [-11.4, -11.4],
  "relative_energy_kcal_mol": 0.0,
  "total_charge": 1,
  "s_squared": 0.7555
}



# 3
{
  "formula": "C4H11NO2",
  "method": "ωB97M-V with the def2-TZVPD basis set",
  "elements": ["H", "H", "H", "C", "O", "C", "O", "H", "H", "H", "H", "C", "H", "N", "C", "H", "H", "H"],
  "coordinates": [[-0.754, 0.374, -1.488], [-0.453, 1.350, -0.035], [-2.735, 0.905, 1.091], [0.753, -0.394, -0.121], [4.308, 0.555, 0.023], [-0.570, 0.286, -0.458], [3.344, -0.334, 0.085], [-3.483, -0.561, 0.660], [0.811, -0.861, 0.856], [-1.469, -0.956, 1.145], [5.054, -0.028, 0.521], [-1.707, -0.553, 0.094], [-1.804, -1.377, -0.536], [-2.927, 0.214, 0.322], [1.832, 0.455, -0.248], [-3.242, 0.725, -0.585], [0.859, -1.318, -0.666], [2.183, 1.519, -0.658]],
  "forces_ev_per_angstrom": [[0.317, 0.242, -1.584], [-0.874, -1.422, -0.391], [-0.648, -0.599, -0.890], [-1.107, -2.070, -0.023], [1.047, -2.494, 1.743], [0.544, 1.642, 2.270], [-1.820, 1.103, -0.431], [-1.768, 0.592, 0.020], [-0.514, 0.283, 1.054], [-0.082, 0.445, -1.559], [-1.129, 1.900, -1.485], [2.814, 0.719, 3.055], [-0.969, -1.324, -1.049], [0.108, 1.326, -1.246], [4.958, 4.057, -1.283], [-0.059, -1.153, 2.041], [0.254, -0.530, -1.144], [-1.071, -2.717, 0.902]],
  "multiplicity": 3,
  "max_force_ev_per_a": 6.5,
  "e_homo_ev": [-17.2, -20.7],
  "relative_energy_kcal_mol": 0.0,
  "total_charge": 2,
  "s_squared": 2.0078
}



# 4
{
  "formula": "C10H14N2",
  "method": "ωB97M-V with the def2-TZVPD basis set",
  "elements": ["C", "H", "C", "H", "H", "H", "C", "H", "C", "C", "H", "H", "H", "H", "C", "C", "C", "C", "N", "N", "H", "H", "H", "C", "H", "H"],
  "coordinates": [[-0.713, -0.013, 1.105], [1.297, 0.770, 2.760], [0.112, -1.506, -3.183], [0.052, 1.792, -0.124], [1.830, 0.936, 1.125], [2.472, -0.434, 2.274], [1.612, 0.170, 1.952], [-1.798, -0.717, -2.638], [-0.811, -0.743, -2.473], [-1.121, 1.023, 2.203], [0.156, -1.390, 2.405], [-1.464, 0.309, 2.925], [-1.597, -0.666, 1.045], [-1.952, 1.577, 1.775], [0.488, -0.817, 1.551], [-0.196, 0.021, -1.510], [1.363, -1.162, -2.734], [-1.862, 1.478, -0.641], [-2.776, 2.068, -0.936], [1.148, -0.208, -1.804], [2.336, -1.436, -3.029], [1.797, 0.403, -1.432], [-0.161, -2.398, -3.778], [-0.601, 0.908, -0.368], [0.722, -1.558, 0.786], [-0.332, 1.594, 2.743]],
  "forces_ev_per_angstrom": [[-0.621, 2.458, -0.926], [-0.170, 0.382, 1.072], [0.299, -1.723, -0.636], [-0.106, -1.065, -0.492], [0.101, -1.410, 0.962], [0.148, 0.649, -0.359], [0.572, -0.911, -1.781], [-3.596, -0.292, -0.451], [1.038, 0.492, 1.558], [0.396, -1.202, -0.424], [0.034, -0.152, 0.472], [-0.786, 0.128, 1.021], [0.301, 0.202, -0.655], [0.015, 0.493, 0.643], [-0.003, 1.190, -0.822], [2.093, -0.274, -1.795], [-1.317, 0.522, -0.188], [0.848, -0.361, 0.190], [-2.545, 1.231, -0.564], [-0.985, 0.114, 1.443], [0.786, -0.317, -0.218], [1.878, 0.901, 0.819], [0.365, 1.033, 0.066], [1.465, -2.294, 2.211], [0.519, 0.200, -0.051], [-0.729, 0.010, -1.095]],
  "multiplicity": 1,
  "max_force_ev_per_a": 3.6,
  "e_homo_ev": -8.3,
  "relative_energy_kcal_mol": 41.1,
  "total_charge": 0,
  "smiles": "CC[C@@H](C)[C@H](C#N)c1ccc[nH]1"
}



Values of calculated total energy, in order: -8742.765, -75180.870, -9885.777, -13575.404, all in eV.